[1]
{
  "formula": "C4H4Br2",
  "method": "ωB97M-V with the def2-TZVPD basis set",
  "orbital_gap_ev": [7.114, 7.582],
  "e_homo_ev": [-7.862, -8.183],
  "e_above_lowest_ev": 3.640,
  "species": ["C", "C", "C", "C", "Br", "Br", "H", "H", "H", "H"],
  "positions_angstrom": [[-1.186854, -0.035624, -0.387068], [0.309419, -0.289091, -0.481040], [1.009691, 0.904608, -0.420418], [-0.721164, -0.646889, 0.818304], [2.440953, 1.356431, -1.352256], [-0.713307, -2.561896, 1.072907], [-1.489435, 0.951641, -0.383945], [0.735091, -1.090025, -0.993986], [0.433750, 1.573386, 0.228692], [-0.818145, -0.162542, 1.898811]],
  "atomic_forces_ev_per_a": [[0.9, -3.1, 1.1], [0.3, 1.3, 0.1], [-3.1, -1.1, 2.5], [-1.3, 1.8, 0.9], [1.6, 0.6, -1.1], [0.1, 0.2, -0.2], [-0.8, 1.9, 0.1], [0.4, -1.5, -0.6], [1.1, 0.7, -0.4], [0.7, -0.9, -2.4]],
  "mulliken_charge": [-0.437, -0.112, -0.602, 0.021, -0.076, -0.143, 0.241, 0.506, 0.310, 0.291]
}



[2]
{
  "formula": "C4H4Br2S",
  "method": "ωB97M-V with the def2-TZVPD basis set",
  "orbital_gap_ev": [7.447, 6.253],
  "e_homo_ev": [-6.794, -9.986],
  "spin_multiplicity": 3,
  "e_above_lowest_ev": 1.407,
  "s_squared": 2.012,
  "species": ["C", "C", "C", "C", "S", "Br", "Br", "H", "H", "H", "H"],
  "positions_angstrom": [[0.624156, -0.890600, -0.956036], [1.736479, 0.214548, 0.055817], [-0.621462, 0.087358, 0.778689], [-0.520562, -0.849971, -0.349044], [0.861915, 0.813577, 1.340389], [3.498969, 0.666197, -0.429511], [-2.945962, 2.150001, -0.292990], [1.443998, -1.332078, -1.593171], [-1.447965, 0.901372, 0.386558], [-1.141522, -0.470284, 1.572923], [-1.488048, -1.290119, -0.513629]],
  "atomic_forces_ev_per_a": [[6.0, 2.1, 1.6], [-1.2, -2.7, -3.5], [-3.2, 0.8, 0.2], [-0.4, 0.1, -0.3], [0.2, 1.0, 1.2], [-0.8, -0.2, 0.2], [0.0, 0.0, 0.0], [-2.3, 0.0, 0.1], [1.5, -1.1, 0.9], [0.1, 0.6, 0.1], [0.1, -0.7, -0.7]],
  "mulliken_charge": [-0.277, -0.009, 0.349, -0.446, -0.123, -0.092, -0.126, 0.361, -0.421, 0.386, 0.398]
}



[3]
{
  "formula": "C4H4BrClS",
  "method": "ωB97M-V with the def2-TZVPD basis set",
  "orbital_gap_ev": 7.615,
  "e_homo_ev": -8.108,
  "e_above_lowest_ev": 4.638,
  "species": ["C", "C", "C", "C", "S", "Cl", "Br", "H", "H", "H", "H"],
  "positions_angstrom": [[-0.430003, 1.221079, -1.041321], [-1.602572, -0.990843, -0.133438], [0.752508, 0.400837, -0.665062], [0.804706, -0.218430, 0.726148], [-0.485263, -1.516441, 0.971958], [-3.016393, -1.844755, -0.339176], [-0.901360, 2.485182, 0.247395], [0.851358, -0.389448, -1.413483], [1.625642, 1.058795, -0.763360], [1.753072, -0.730005, 0.898704], [0.648309, 0.524027, 1.511640]],
  "atomic_forces_ev_per_a": [[-0.3, -0.6, -0.9], [1.1, 1.1, -0.2], [-0.1, -0.4, 0.5], [-0.1, -0.2, 0.3], [-0.1, 0.2, -0.3], [-0.5, -0.5, 0.2], [0.0, 0.2, 0.6], [0.0, 0.1, 0.0], [0.0, 0.1, 0.0], [0.0, 0.0, 0.0], [0.1, -0.1, -0.1]],
  "mulliken_charge": [-0.244, -0.043, -0.524, -0.494, -0.006, -0.087, -0.089, 0.318, 0.413, 0.382, 0.374]
}



[4]
{
  "formula": "C4H4Cl2F4N2O2",
  "method": "ωB97M-V with the def2-TZVPD basis set",
  "orbital_gap_ev": 10.066,
  "e_homo_ev": -9.900,
  "species": ["C", "C", "C", "C", "N", "N", "O", "O", "F", "F", "F", "F", "Cl", "Cl", "H", "H", "H", "H"],
  "positions_angstrom": [[0.443970, 0.790301, -1.609092], [-0.670364, -0.417583, 0.898093], [-0.137661, -1.876423, 1.018547], [-0.131847, 0.767502, 1.862540], [-0.446500, 0.087907, -2.333192], [1.027120, 1.855133, -1.922359], [0.997855, -0.018941, -0.571364], [-1.633308, -0.218816, 0.185967], [0.031828, -2.394383, -0.201244], [-1.099490, -2.514668, 1.705345], [1.182754, 0.930227, 1.666332], [-0.737754, 1.919239, 1.620977], [1.480565, -2.067011, 1.795626], [-0.560389, 0.112549, 3.475997], [-0.694309, 0.655392, -3.143020], [-1.187317, -0.469679, -1.885574], [0.458808, 2.365884, -2.573024], [1.676039, 0.493370, 0.009446]],
  "atomic_forces_ev_per_a": [[2.5, -1.8, 1.3], [-1.0, 1.7, -1.0], [1.0, 0.4, 0.2], [-1.0, -2.1, -0.9], [-1.4, -0.1, -0.6], [0.1, 0.8, 0.9], [0.9, 1.8, 0.0], [1.1, -0.4, 1.4], [-1.0, -0.3, 0.3], [0.5, -0.5, -0.3], [0.1, 0.6, 1.4], [0.1, -0.4, 0.1], [-0.8, 0.0, 0.1], [0.4, 0.8, -0.1], [-0.5, -0.7, 0.3], [0.7, 0.6, -0.3], [0.0, 0.4, -0.6], [-1.7, -0.9, -2.2]],
  "mulliken_charge": [0.665, -0.177, 0.874, 0.829, -0.374, -0.756, -0.488, -0.577, -0.195, -0.185, -0.235, -0.202, -0.145, -0.114, 0.228, 0.283, 0.232, 0.338]
}



[5]
{
  "formula": "C4H4Cl2GaInN2O3S",
  "method": "ωB97M-V with the def2-TZVPD basis set",
  "orbital_gap_ev": [5.670, 5.669],
  "e_homo_ev": [-24.031, -24.031],
  "total_charge": 4,
  "e_above_lowest_ev": 0.141,
  "species": ["In", "Ga", "Cl", "Cl", "C", "C", "C", "O", "O", "O", "N", "C", "N", "S", "H", "H", "H", "H"],
  "positions_angstrom": [[0.823887, 0.033739, -5.128845], [-0.554869, 0.293093, -1.593354], [-1.001086, 1.525887, -4.760507], [1.332455, -0.763301, -2.772548], [-0.162808, -0.284250, 0.495796], [0.183866, 1.590930, -8.119806], [0.478167, -1.371308, -7.853930], [-0.181330, -1.494822, 0.692830], [-0.449080, 1.635235, -9.057688], [0.449521, -1.845894, -8.898933], [0.474904, -0.936238, 3.767340], [-0.062344, 0.220096, 3.452323], [-0.828331, 0.854316, 4.328947], [0.124071, 0.977963, 1.814535], [0.532688, -1.203571, 4.761145], [1.040809, -1.459246, 3.133078], [-1.275770, 1.705857, 4.037510], [-0.909250, 0.537413, 5.290906]],
  "atomic_forces_ev_per_a": [[-1.3, 0.5, -1.0], [0.4, 0.1, -0.8], [1.2, -1.1, 0.3], [-0.5, 0.4, -0.9], [-0.1, -6.2, 4.6], [-1.1, 0.0, -1.4], [0.3, -1.7, -3.0], [0.0, 6.1, -2.0], [1.3, 0.1, 1.7], [0.0, 1.9, 4.1], [0.2, 0.8, 0.4], [-1.1, -1.8, 1.3], [1.0, 0.1, -1.9], [-0.1, 0.8, -1.3], [-0.2, -0.2, -0.5], [0.5, -0.3, -0.3], [-0.4, 0.4, 0.4], [0.0, 0.1, 0.2]],
  "mulliken_charge": [1.599, 1.006, -0.136, -0.237, 0.456, 0.122, 0.006, -0.158, -0.056, 0.115, -0.317, 0.913, -0.331, 0.016, 0.286, 0.213, 0.239, 0.266]
}



[6]
{
  "formula": "C4H4Cl2N2O2S",
  "method": "ωB97M-V with the def2-TZVPD basis set",
  "orbital_gap_ev": 7.898,
  "e_homo_ev": -8.743,
  "e_above_lowest_ev": 1.421,
  "species": ["C", "C", "C", "C", "N", "N", "O", "O", "S", "Cl", "Cl", "H", "H", "H", "H"],
  "positions_angstrom": [[0.759302, 1.699022, 0.038769], [2.970810, 1.644515, -0.081980], [2.179065, 0.063848, -0.368960], [-0.084301, -0.578780, -0.087281], [1.929277, 2.373946, 0.184187], [0.956565, 0.377316, -0.171713], [1.777446, -2.359179, -1.089487], [4.110356, -1.387951, -0.810949], [2.751497, -1.545130, -0.426406], [4.599428, 1.884820, 0.054705], [2.813222, -2.192424, 1.649822], [-0.182397, 2.152164, 0.201414], [-0.116492, -1.165938, -0.927354], [0.161438, -1.345005, 0.739524], [-0.959062, -0.103935, 0.299197]],
  "atomic_forces_ev_per_a": [[2.2, -0.5, 0.6], [-4.4, -5.5, -0.2], [5.9, 3.2, 0.6], [-0.1, -1.3, 3.7], [0.3, 0.5, -0.8], [-2.8, 2.4, 0.4], [0.7, -0.4, 0.4], [0.2, -0.9, 0.0], [0.2, 1.2, 0.4], [0.5, 0.4, -0.1], [-0.2, 0.3, -1.3], [-0.7, 0.1, 0.1], [-0.8, -0.9, -2.2], [-0.1, 1.2, -1.0], [-0.8, 0.3, -0.5]],
  "mulliken_charge": [-0.062, 0.458, 0.040, -1.003, -0.563, 0.119, -0.509, -0.498, 0.887, -0.110, -0.215, 0.395, 0.428, 0.349, 0.284]
}



[7]
{
  "formula": "C4H4Cl2O",
  "method": "ωB97M-V with the def2-TZVPD basis set",
  "orbital_gap_ev": 7.524,
  "e_homo_ev": -8.787,
  "e_above_lowest_ev": 3.772,
  "species": ["C", "C", "C", "C", "O", "Cl", "Cl", "H", "H", "H", "H"],
  "positions_angstrom": [[-0.032985, -0.423917, 0.212289], [0.528221, 2.320518, -1.244862], [0.037886, -0.146778, 1.496175], [-0.542842, -1.827310, -0.195018], [0.177553, 0.146034, 2.676434], [-0.271652, 3.043841, 0.059129], [1.990650, 2.992368, -1.587251], [0.106253, 0.394810, -0.578246], [0.248467, -2.649313, -0.258798], [-1.035966, -1.613153, -1.098249], [-1.205585, -2.237099, 0.518396]],
  "atomic_forces_ev_per_a": [[-0.1, -0.1, 0.0], [-1.1, -0.8, -0.2], [1.0, 1.7, 3.8], [2.4, 0.0, 0.6], [-0.7, -1.3, -4.7], [0.1, 0.4, 0.2], [1.0, 0.7, -0.1], [-0.1, -1.4, 1.4], [-0.7, 1.4, -0.5], [-0.7, -0.6, -1.3], [-1.1, -0.1, 0.7]],
  "mulliken_charge": [0.117, -0.020, 0.755, -1.142, -0.474, -0.019, -0.010, -0.134, 0.247, 0.333, 0.346]
}



[8]
{
  "formula": "C4H4Cl2O2",
  "method": "ωB97M-V with the def2-TZVPD basis set",
  "orbital_gap_ev": 9.973,
  "e_homo_ev": -9.440,
  "e_above_lowest_ev": 2.069,
  "species": ["C", "C", "C", "C", "O", "O", "Cl", "Cl", "H", "H", "H", "H"],
  "positions_angstrom": [[0.528334, -1.543564, -1.252521], [-1.582223, 0.821316, 1.241517], [-1.156311, 0.581607, -0.142392], [-0.886031, -0.275430, 1.101409], [1.409101, -0.829208, -1.369459], [-0.402622, -2.168596, -1.142231], [-0.159393, -1.714180, 1.581635], [3.765608, 1.669271, 0.253237], [-2.245191, 1.202651, 1.947702], [3.170555, 0.964052, -0.693053], [-1.976641, 0.155581, -0.807052], [-0.465181, 1.136495, -0.718791]],
  "atomic_forces_ev_per_a": [[0.5, 1.0, -0.3], [1.2, -2.2, 1.1], [-2.3, -2.2, -0.9], [0.1, 1.8, -1.3], [2.3, 1.3, -0.2], [-2.7, -2.5, -0.3], [-0.2, 0.3, 0.9], [-0.5, -0.6, -0.9], [-0.9, 1.2, 0.6], [0.5, 0.6, 0.9], [1.0, 0.5, 0.5], [1.0, 0.8, 0.0]],
  "mulliken_charge": [0.723, -0.282, -0.608, 0.180, -0.375, -0.351, -0.157, -0.258, 0.406, 0.258, 0.178, 0.286]
}